No. 1
Here is a molecular structure, C45H60BaN4OP2S2 in a non-equilibrium geometry from the Open Molecules 2025 dataset. Energies are from ωB97M-V/def2-TZVPD.

Largest force on an atom ... 1.32 eV Å⁻¹
Charge ... +2
Electronic energy ... -96580.297 eV
Orbital gap ... 7.510 eV
Energy above the lowest of the compared OMol25 structures with the same formula, charge and spin ... 127.6 kJ/mol

XYZ file:
```
115
C45H60BaN4OP2S2 (ωB97M-V/def2-TZVPD)
Ba 1.252 -1.058 -0.014
O 0.380 -3.827 -0.342
C 1.275 -4.873 0.082
C 1.063 -5.245 1.541
C 1.242 -4.044 2.485
C 2.664 -3.555 2.490
C 3.603 -4.193 3.297
C 4.930 -3.809 3.239
C 5.284 -2.769 2.391
C 4.291 -2.171 1.644
N 3.007 -2.553 1.671
H -0.520 -4.144 -0.199
H 2.283 -4.485 -0.067
H 1.148 -5.751 -0.553
H 1.774 -6.033 1.801
H 0.058 -5.657 1.669
H 0.968 -4.346 3.495
H 0.570 -3.240 2.179
H 3.287 -4.988 3.960
H 5.676 -4.310 3.842
H 6.308 -2.435 2.306
H 4.534 -1.343 0.982
C -2.170 5.245 -1.403
S -0.869 6.013 -0.401
C -1.340 5.447 1.275
C -0.395 4.404 1.884
C -0.263 3.184 0.977
N 0.713 2.161 1.455
P 2.152 1.925 0.526
C 2.953 3.548 0.835
C 2.737 4.639 -0.004
C 3.192 5.897 0.362
C 3.875 6.076 1.556
C 4.120 4.986 2.380
C 3.663 3.728 2.021
C 1.798 2.059 -1.275
C 0.557 1.939 -1.896
C 0.457 2.003 -3.281
C 1.595 2.150 -4.057
C 2.845 2.219 -3.450
C 2.945 2.176 -2.070
P -0.056 0.720 2.042
C -1.250 1.420 3.243
C -2.620 1.310 3.043
C -3.502 1.893 3.944
C -3.015 2.579 5.045
C -1.644 2.678 5.256
C -0.762 2.102 4.360
C 1.104 -0.034 3.251
C 0.522 -1.057 4.008
C 1.247 -1.712 4.987
C 2.575 -1.366 5.210
C 3.163 -0.361 4.460
C 2.432 0.304 3.484
H -2.048 5.637 -2.411
H -3.148 5.531 -1.024
H -2.069 4.159 -1.419
H -2.355 5.054 1.208
H -1.359 6.337 1.900
H -0.786 4.116 2.859
H 0.593 4.844 2.035
H 0.057 3.561 0.009
H -1.250 2.721 0.846
H 2.200 4.532 -0.936
H 3.000 6.742 -0.287
H 4.221 7.060 1.842
H 4.666 5.118 3.305
H 3.862 2.890 2.677
H -0.347 1.802 -1.313
H -0.521 1.945 -3.743
H 1.514 2.213 -5.134
H 3.738 2.317 -4.053
H 3.919 2.258 -1.598
H -2.999 0.778 2.178
H -4.569 1.814 3.788
H -3.702 3.042 5.741
H -1.264 3.207 6.120
H 0.306 2.195 4.515
H -0.524 -1.305 3.848
H 0.775 -2.477 5.590
H 3.144 -1.873 5.979
H 4.191 -0.078 4.648
H 2.891 1.105 2.926
C -2.262 -1.241 -7.436
C -1.787 -1.248 -5.984
C -0.735 -2.329 -5.744
C -0.284 -2.396 -4.288
N -1.337 -2.952 -3.442
C -1.813 -2.438 -2.316
S -1.274 -0.945 -1.669
N -2.791 -3.079 -1.665
C -3.630 -4.177 -2.153
C -5.116 -3.902 -1.912
C -5.778 -2.996 -2.957
C -5.215 -1.576 -3.028
H -2.961 -0.426 -7.617
H -2.762 -2.177 -7.683
H -1.414 -1.116 -8.111
H -2.641 -1.412 -5.320
H -1.364 -0.272 -5.730
H 0.140 -2.132 -6.366
H -1.132 -3.301 -6.054
H -0.053 -1.397 -3.927
H 0.607 -3.024 -4.190
H -1.751 -3.805 -3.788
H -3.160 -2.564 -0.882
H -3.336 -5.098 -1.646
H -3.470 -4.322 -3.223
H -5.240 -3.474 -0.911
H -5.634 -4.862 -1.910
H -6.841 -2.940 -2.717
H -5.700 -3.469 -3.939
H -5.231 -1.097 -2.046
H -5.817 -0.969 -3.703
H -4.192 -1.557 -3.404
```

Mulliken population analysis, charges in e, atoms 1 to 6: 1.760, -0.312, -0.640, -0.903, -0.606, 0.623


No. 2
Here is a molecular structure, C45H60ClGeN6O6PRuS2 in a non-equilibrium geometry from the Open Molecules 2025 dataset. Energies are from ωB97M-V/def2-TZVPD.

Largest force on an atom ... 2.78 eV Å⁻¹
Charge ... -1
Electronic energy ... -171438.350 eV
Spin multiplicity ... 2
Orbital gap (spin up / spin down) ... 6.509 / 6.651 eV

XYZ file:
```
123
C45H60ClGeN6O6PRuS2 (ωB97M-V/def2-TZVPD)
Ru 0.855 0.270 0.477
O 1.076 2.570 4.113
Cl 1.595 2.475 2.789
O 2.356 3.653 2.470
O 2.432 1.310 2.652
O 0.487 2.373 1.850
C 4.771 1.594 -2.976
N 3.905 0.533 -2.498
C 3.621 -0.488 -3.491
C 3.280 0.578 -1.303
N 2.670 -0.454 -0.767
C 3.058 -1.761 -1.023
C 4.419 -2.024 -1.098
C 4.916 -3.314 -1.288
C 4.050 -4.363 -1.393
C 2.657 -4.158 -1.279
C 1.810 -5.287 -1.322
C 0.467 -5.143 -1.128
C -0.072 -3.868 -0.945
C 0.697 -2.709 -0.977
N -0.005 -1.516 -0.812
C -1.147 -1.410 -1.459
N -1.260 -1.791 -2.791
C -0.082 -1.737 -3.629
C -2.247 -2.779 -3.176
N -2.303 -0.978 -0.909
C -3.335 -0.308 -1.681
C -2.432 -0.777 0.517
C 2.123 -2.842 -1.093
N 3.362 1.737 -0.528
C 4.394 1.652 0.502
C 3.177 3.062 -1.104
H 5.558 1.141 -3.581
H 5.239 2.116 -2.148
H 4.213 2.299 -3.597
H 4.421 -1.235 -3.520
H 3.525 -0.009 -4.463
H 2.684 -0.987 -3.267
H 5.107 -1.195 -0.992
H 5.986 -3.477 -1.343
H 4.411 -5.375 -1.530
H 2.253 -6.263 -1.479
H -0.183 -6.009 -1.107
H -1.133 -3.763 -0.755
H 0.491 -0.845 -3.377
H -0.410 -1.654 -4.668
H 0.561 -2.622 -3.536
H -3.029 -2.839 -2.423
H -1.785 -3.769 -3.278
H -2.699 -2.511 -4.137
H -3.400 0.735 -1.365
H -4.300 -0.795 -1.509
H -3.095 -0.330 -2.736
H -2.085 0.215 0.818
H -1.837 -1.514 1.049
H -3.484 -0.876 0.790
H 4.269 0.733 1.071
H 4.282 2.491 1.182
H 5.403 1.678 0.060
H 2.527 2.987 -1.973
H 4.118 3.548 -1.394
H 2.689 3.687 -0.357
C 0.421 -1.037 2.192
Ge -0.663 -0.957 3.760
C 0.215 -0.480 5.470
C -0.347 0.418 6.369
C 0.302 0.731 7.555
C 1.525 0.148 7.855
C 2.090 -0.760 6.971
C 1.434 -1.071 5.788
C -1.390 -2.775 4.206
C -1.640 -3.111 5.536
C -2.293 -4.290 5.870
C -2.708 -5.162 4.872
C -2.451 -4.852 3.544
C -1.797 -3.671 3.220
C -2.353 0.085 3.625
C -3.595 -0.541 3.739
C -4.778 0.181 3.652
C -4.739 1.554 3.456
C -3.513 2.196 3.355
C -2.334 1.469 3.437
H 1.334 -1.622 2.343
H -1.297 0.887 6.137
H -0.144 1.438 8.245
H 2.040 0.409 8.772
H 3.043 -1.221 7.199
H 1.882 -1.777 5.097
H -1.325 -2.434 6.322
H -2.487 -4.526 6.909
H -3.228 -6.077 5.131
H -2.767 -5.532 2.760
H -1.602 -3.434 2.178
H -3.644 -1.611 3.896
H -5.730 -0.330 3.741
H -5.663 2.117 3.382
H -3.476 3.270 3.213
H -1.383 1.980 3.341
C -0.325 5.817 -4.235
C -0.353 4.975 -2.971
C -0.887 5.736 -1.769
O -1.184 3.830 -3.209
P -0.562 2.340 -3.009
S 1.061 2.179 -4.115
S -0.541 1.987 -1.032
O -1.783 1.462 -3.567
C -2.619 1.635 -4.723
C -3.799 2.528 -4.364
C -1.878 2.132 -5.954
H 0.281 6.710 -4.071
H -1.337 6.122 -4.510
H 0.108 5.242 -5.055
H 0.666 4.640 -2.759
H -1.894 6.107 -1.973
H -0.235 6.582 -1.547
H -0.924 5.076 -0.902
H -2.991 0.624 -4.921
H -3.453 3.546 -4.188
H -4.278 2.166 -3.454
H -4.527 2.523 -5.177
H -1.534 3.155 -5.799
H -2.543 2.107 -6.819
H -1.007 1.510 -6.151
```

Mulliken population analysis, charges in e, atoms 1 to 6: 1.545, -0.671, 1.784, -0.785, -0.619, -0.708


No. 3
Here is a molecular structure, C45H61AgCl5N2Si2Te in a non-equilibrium geometry from the Open Molecules 2025 dataset. Energies are from ωB97M-V/def2-TZVPD.

Largest force on an atom ... 2.88 eV Å⁻¹
Charge ... -1
Electronic energy ... -140293.797 eV
Orbital gap ... 5.714 eV

XYZ file:
```
117
C45H61AgCl5N2Si2Te (ωB97M-V/def2-TZVPD)
Ag 2.747 -0.259 0.281
C 3.762 -1.699 4.311
C 2.963 -2.773 3.541
C 4.009 -3.442 2.606
C 1.613 -2.311 2.942
C 0.773 -3.263 2.447
C -0.652 -3.048 2.386
C -1.156 -1.798 2.672
C -0.285 -0.753 2.981
C -0.891 0.562 3.490
C -0.912 1.693 2.422
C -0.420 1.034 4.926
C 1.126 -0.966 2.969
N 1.968 0.038 2.411
C 2.219 1.173 2.964
C 2.977 2.254 2.381
C 3.863 2.927 3.251
C 4.482 4.126 2.956
C 4.338 4.664 1.668
C 3.404 4.090 0.796
C 2.742 2.862 1.105
N 1.969 2.181 0.213
C 1.380 2.697 -0.938
C 0.168 3.459 -0.766
C -0.878 3.095 -1.635
C -0.711 2.144 -2.643
C 0.598 1.748 -2.988
C 1.694 2.146 -2.267
C 3.027 2.318 -2.880
C 4.236 2.214 -1.941
C 3.230 1.410 -4.072
C -0.031 4.480 0.314
C 0.482 5.914 -0.070
C -1.538 4.702 0.647
H 4.660 -2.173 4.755
H 3.097 -1.290 5.102
H 4.113 -0.858 3.686
H 2.650 -3.559 4.291
H 4.289 -2.781 1.755
H 3.673 -4.432 2.231
H 4.933 -3.698 3.153
H 1.181 -4.290 2.222
H -1.356 -3.880 2.164
H -2.208 -1.593 2.493
H -1.949 0.339 3.573
H -0.133 1.575 1.622
H -0.644 2.686 2.821
H -1.902 1.692 1.909
H -0.214 2.072 4.800
H 0.331 0.358 5.366
H -1.272 1.030 5.615
H 2.068 1.282 4.060
H 4.153 2.391 4.179
H 5.100 4.623 3.737
H 5.019 5.496 1.389
H 3.141 4.584 -0.124
H -1.864 3.568 -1.488
H -1.608 1.753 -3.150
H 0.679 1.180 -3.938
H 2.948 3.333 -3.329
H 4.355 1.221 -1.399
H 4.233 2.992 -1.131
H 5.106 2.349 -2.632
H 3.419 0.339 -3.868
H 4.038 1.776 -4.725
H 2.359 1.388 -4.743
H 0.487 4.131 1.170
H -0.355 6.461 -0.619
H 1.340 5.850 -0.715
H 0.712 6.510 0.851
H -2.106 4.987 -0.229
H -1.641 5.463 1.413
H -2.109 3.790 1.030
Cl 2.163 -2.014 -2.426
C 3.798 -2.276 -1.809
C 4.135 -1.437 -0.752
C 5.454 -1.351 -0.217
Cl 5.799 -0.207 1.099
C 6.444 -2.126 -0.805
Cl 8.006 -2.135 -0.134
C 6.090 -3.117 -1.803
Cl 7.339 -4.189 -2.362
C 4.827 -3.127 -2.380
Cl 4.470 -4.326 -3.576
C -7.825 1.443 -1.562
Si -6.224 0.675 -2.168
C -6.458 -0.507 -3.573
C -5.050 2.037 -2.831
C -5.318 -0.206 -0.675
Te -3.848 -1.737 -1.247
C -5.011 -3.510 -1.692
Si -4.123 -5.223 -1.760
C -2.946 -5.150 -3.239
C -3.095 -5.491 -0.155
C -5.425 -6.580 -1.860
H -8.101 2.256 -2.244
H -7.665 2.011 -0.615
H -8.621 0.792 -1.421
H -6.982 -0.175 -4.496
H -6.969 -1.415 -3.255
H -5.489 -0.816 -3.991
H -4.216 2.275 -2.167
H -5.556 2.970 -2.914
H -4.723 1.703 -3.832
H -5.914 -0.507 0.168
H -4.659 0.520 -0.152
H -5.484 -3.258 -2.622
H -5.955 -3.592 -1.050
H -2.015 -4.670 -2.825
H -3.339 -4.504 -4.009
H -2.591 -6.120 -3.573
H -2.302 -4.746 0.046
H -2.648 -6.490 -0.043
H -3.812 -5.429 0.701
H -6.223 -6.257 -2.483
H -5.963 -6.716 -0.907
H -4.992 -7.564 -2.167
```

Mulliken population analysis, charges in e, atoms 1 to 6: -0.355, -1.365, 0.618, -1.376, -0.408, -0.983


No. 4
Here is a molecular structure, C45H63ClHfN6P2 in a non-equilibrium geometry from the Open Molecules 2025 dataset. Energies are from ωB97M-V/def2-TZVPD.

Largest force on an atom ... 1.20 eV Å⁻¹
Charge ... +2
Electronic energy ... -89025.433 eV
Orbital gap ... 6.935 eV
Energy above the lowest of the compared OMol25 structures with the same formula, charge and spin ... 122.7 kJ/mol

XYZ file:
```
118
C45H63ClHfN6P2 (ωB97M-V/def2-TZVPD)
Hf -0.318 0.244 0.154
C 3.751 0.518 0.246
C 3.693 -1.012 0.144
C 4.670 -1.486 -0.927
P 1.894 -1.643 0.008
C 2.089 -3.138 -1.150
C 2.581 -4.456 -0.560
C 0.795 -3.403 -1.921
C 1.764 -2.166 1.755
C 2.637 -3.126 2.280
C 2.760 -3.348 3.633
C 2.070 -2.515 4.501
C 1.227 -1.547 4.006
C 0.994 -1.368 2.630
N 0.130 -0.373 2.145
C -0.667 0.327 3.094
C -1.400 -0.328 4.089
C -2.166 0.380 4.995
C -2.241 1.762 4.913
C -1.537 2.427 3.926
C -0.736 1.730 3.023
P 0.375 2.506 1.790
C 1.897 2.828 2.858
C 1.618 3.774 4.024
C 2.477 1.534 3.424
C -0.301 4.239 1.591
C 0.706 5.217 0.987
C -1.572 4.193 0.746
H 4.619 0.815 0.834
H 2.860 0.932 0.724
H 3.857 0.969 -0.739
H 4.022 -1.419 1.102
H 4.354 -1.197 -1.930
H 4.826 -2.562 -0.895
H 5.635 -1.015 -0.739
H 2.833 -2.788 -1.869
H 1.921 -4.826 0.223
H 3.595 -4.388 -0.174
H 2.595 -5.197 -1.358
H -0.023 -3.604 -1.230
H 0.922 -4.285 -2.548
H 0.546 -2.573 -2.583
H 3.264 -3.697 1.619
H 3.412 -4.122 4.006
H 2.209 -2.604 5.568
H 0.754 -0.887 4.713
H -1.366 -1.408 4.146
H -2.708 -0.149 5.765
H -2.831 2.320 5.625
H -1.610 3.503 3.881
H 2.621 3.284 2.173
H 0.867 3.354 4.691
H 1.304 4.768 3.716
H 2.537 3.891 4.597
H 1.814 1.132 4.187
H 3.435 1.743 3.898
H 2.635 0.765 2.673
H -0.559 4.589 2.591
H 1.124 4.856 0.049
H 1.527 5.434 1.667
H 0.202 6.160 0.776
H -1.327 3.978 -0.294
H -2.082 5.155 0.776
H -2.272 3.440 1.111
C -1.223 2.206 -2.844
N -1.467 1.599 -1.530
C -2.696 1.750 -1.117
C -3.192 1.119 0.024
C -4.504 1.069 0.512
C -4.496 0.161 1.561
C -3.193 -0.312 1.670
N -2.381 0.275 0.771
C -1.115 1.186 -3.958
C -0.050 1.231 -4.848
C 0.052 0.312 -5.879
C -0.931 -0.649 -6.051
C -2.029 -0.666 -5.204
C -2.123 0.249 -4.167
H -0.322 2.819 -2.822
H -2.059 2.870 -3.091
H -3.402 2.353 -1.689
H -5.341 1.628 0.132
H -5.331 -0.148 2.164
H -2.834 -1.071 2.338
H 0.683 2.020 -4.757
H 0.889 0.356 -6.562
H -0.859 -1.358 -6.862
H -2.829 -1.371 -5.381
H -3.010 0.266 -3.542
Cl 3.008 4.627 -2.194
C 2.648 2.956 -2.342
C 3.289 2.159 -3.285
C 2.933 0.824 -3.351
C 1.967 0.334 -2.488
N 1.367 1.084 -1.560
C 1.703 2.375 -1.505
H 4.026 2.582 -3.952
H 3.394 0.173 -4.078
H 1.673 -0.707 -2.536
H 1.205 2.979 -0.758
C -3.876 -2.388 -2.385
C -3.257 -3.084 -1.175
C -2.640 -4.421 -1.592
C -4.348 -3.321 -0.130
N -2.240 -2.209 -0.521
N -1.454 -1.382 -1.404
H -4.722 -2.979 -2.732
H -3.179 -2.306 -3.220
H -4.254 -1.401 -2.111
H -3.408 -5.065 -2.015
H -2.216 -4.932 -0.727
H -1.862 -4.298 -2.347
H -5.079 -4.035 -0.506
H -4.853 -2.387 0.099
H -3.920 -3.714 0.792
H -1.607 -2.803 0.010
H -2.115 -0.732 -1.832
H -1.121 -1.960 -2.180
```

Mulliken population analysis, charges in e, atoms 1 to 6: 0.508, -1.561, 0.195, -1.632, 1.565, 0.684